{
  "formula": "C45H54FN7O3P2S5Sn",
  "method": "ωB97M-V/def2-TZVPD",
  "e_lumo_ev": -4.22,
  "charge": 2,
  "elements": ["Sn", "N", "C", "C", "C", "C", "N", "C", "N", "N", "C", "O", "O", "H", "H", "H", "H", "H", "H", "H", "H", "H", "H", "H", "H", "H", "H", "C", "N", "P", "C", "C", "C", "C", "C", "C", "C", "C", "C", "C", "C", "C", "P", "C", "C", "C", "C", "C", "C", "C", "C", "C", "C", "C", "C", "H", "H", "H", "H", "H", "H", "H", "H", "H", "H", "H", "H", "H", "H", "H", "H", "H", "H", "H", "H", "H", "H", "H", "F", "C", "S", "C", "C", "S", "S", "C", "S", "S", "H", "H", "H", "C", "C", "N", "C", "C", "C", "O", "C", "C", "C", "C", "N", "C", "H", "H", "H", "H", "H", "H", "H", "H", "H", "H", "H", "H", "H", "H"],
  "coordinates": [[-1.061, -0.274, 0.701], [-0.987, -2.881, -1.665], [0.156, -3.798, -1.559], [0.357, -4.808, -2.701], [1.514, -5.886, -2.625], [2.729, -5.520, -1.804], [3.424, -4.290, -2.351], [3.924, -3.290, -1.612], [3.699, -3.089, -0.304], [4.692, -2.390, -2.244], [0.107, -4.371, -0.122], [0.901, -4.178, 0.752], [-1.059, -5.041, 0.053], [-1.799, -3.443, -1.802], [-0.958, -2.447, -2.594], [1.029, -3.126, -1.567], [0.546, -4.163, -3.528], [-0.609, -5.347, -2.819], [1.827, -6.104, -3.634], [1.120, -6.851, -2.310], [3.445, -6.346, -1.738], [2.450, -5.314, -0.797], [3.738, -4.319, -3.316], [2.876, -3.439, 0.176], [4.080, -2.156, -0.023], [4.884, -2.548, -3.220], [4.971, -1.532, -1.744], [-3.129, 3.836, -0.711], [-2.489, 2.626, -0.187], [-3.415, 1.220, 0.081], [-4.489, 1.005, -1.360], [-4.236, 0.020, -2.287], [-4.901, -0.142, -3.484], [-6.049, 0.640, -3.737], [-6.394, 1.601, -2.810], [-5.624, 1.786, -1.639], [-4.515, 1.539, 1.457], [-4.351, 2.498, 2.443], [-5.283, 2.631, 3.480], [-6.399, 1.811, 3.565], [-6.495, 0.795, 2.577], [-5.581, 0.606, 1.585], [-0.848, 2.313, -0.297], [-0.281, 2.596, -1.962], [0.164, 1.456, -2.605], [0.497, 1.469, -4.003], [0.452, 2.611, -4.784], [0.028, 3.763, -4.093], [-0.329, 3.769, -2.738], [-0.186, 3.647, 0.699], [0.709, 4.575, 0.208], [1.171, 5.624, 1.022], [0.863, 5.671, 2.368], [0.063, 4.638, 2.876], [-0.539, 3.701, 2.057], [-4.170, 3.866, -0.292], [-3.127, 3.793, -1.785], [-2.594, 4.706, -0.336], [-3.388, -0.587, -2.085], [-4.612, -0.891, -4.207], [-6.650, 0.432, -4.591], [-7.242, 2.223, -2.960], [-5.988, 2.505, -0.902], [-3.511, 3.171, 2.487], [-5.182, 3.456, 4.168], [-7.118, 2.008, 4.354], [-7.338, 0.113, 2.640], [-5.686, -0.278, 0.918], [0.358, 0.539, -2.020], [0.862, 0.552, -4.443], [0.767, 2.705, -5.783], [-0.033, 4.695, -4.625], [-0.764, 4.644, -2.224], [0.990, 4.557, -0.839], [1.880, 6.312, 0.589], [1.241, 6.420, 3.071], [-0.238, 4.648, 3.896], [-1.234, 2.986, 2.471], [-1.491, 0.669, 2.341], [-5.131, -6.003, 1.161], [-4.556, -6.308, 2.829], [-3.653, -4.772, 2.947], [-2.483, -4.483, 2.311], [-1.415, -5.687, 1.589], [-1.854, -2.847, 2.668], [-3.232, -2.303, 3.682], [-3.323, -0.822, 4.345], [-4.372, -3.542, 3.931], [-5.718, -6.906, 0.866], [-4.219, -5.918, 0.565], [-5.796, -5.143, 1.142], [6.791, 2.702, 2.458], [5.701, 2.617, 1.352], [5.717, 1.333, 0.606], [6.831, 1.112, -0.346], [7.552, -0.193, 0.037], [4.678, 0.529, 0.486], [4.588, -0.402, -0.392], [3.564, 0.603, 1.460], [3.722, 0.778, 2.811], [2.614, 0.845, 3.635], [1.370, 0.759, 3.077], [1.191, 0.563, 1.763], [2.245, 0.446, 0.983], [6.893, 3.699, 2.858], [7.726, 2.362, 2.080], [6.542, 2.027, 3.307], [5.880, 3.380, 0.606], [4.770, 2.824, 1.794], [7.523, 1.943, -0.299], [6.488, 1.053, -1.364], [7.855, -0.147, 1.066], [8.428, -0.424, -0.587], [6.921, -1.060, -0.101], [4.728, 0.773, 3.195], [2.740, 0.974, 4.706], [0.463, 0.845, 3.687], [2.091, 0.196, -0.080]]
}

{
  "formula": "C45H54NOP3Ru",
  "method": "ωB97M-V/def2-TZVPD",
  "e_lumo_ev": [-5.20, -7.41],
  "spin_multiplicity": 5,
  "charge": 2,
  "elements": ["Ru", "C", "C", "C", "P", "C", "C", "C", "C", "C", "C", "C", "C", "C", "C", "N", "C", "C", "C", "C", "C", "C", "C", "P", "C", "C", "C", "C", "C", "C", "H", "H", "H", "H", "H", "H", "H", "H", "H", "H", "H", "H", "H", "H", "H", "H", "H", "H", "H", "H", "H", "H", "H", "H", "H", "H", "H", "H", "H", "H", "H", "H", "H", "H", "H", "H", "H", "H", "H", "H", "O", "C", "C", "C", "C", "C", "C", "C", "P", "C", "C", "C", "C", "C", "C", "C", "C", "C", "C", "C", "C", "H", "H", "H", "H", "H", "H", "H", "H", "H", "H", "H", "H", "H", "H"],
  "coordinates": [[-0.276, -0.516, 0.140], [-0.119, 0.244, -4.168], [-0.363, -1.195, -3.719], [-1.837, -1.525, -3.918], [0.258, -1.561, -1.985], [0.357, -3.427, -1.948], [-0.969, -4.074, -1.549], [1.434, -3.841, -0.947], [2.003, -1.034, -2.147], [2.738, -1.036, -3.322], [4.025, -0.495, -3.384], [4.810, -0.487, -4.646], [4.563, 0.073, -2.225], [3.882, 0.034, -1.034], [2.609, -0.569, -0.954], [1.946, -0.730, 0.227], [2.617, -1.014, 1.363], [3.948, -1.502, 1.399], [4.599, -1.666, 2.594], [3.981, -1.363, 3.815], [4.731, -1.430, 5.097], [2.628, -1.020, 3.792], [1.940, -0.879, 2.603], [0.170, -0.446, 2.529], [-0.550, -1.687, 3.713], [-2.069, -1.586, 3.805], [-0.131, -3.079, 3.237], [0.279, 1.204, 3.400], [-1.057, 1.910, 3.555], [1.268, 2.047, 2.593], [-0.263, 0.309, -5.244], [0.887, 0.589, -3.951], [-0.834, 0.927, -3.716], [0.234, -1.866, -4.350], [-2.450, -1.022, -3.175], [-2.031, -2.592, -3.880], [-2.143, -1.170, -4.899], [0.640, -3.739, -2.962], [-1.187, -3.897, -0.497], [-0.899, -5.151, -1.696], [-1.810, -3.707, -2.134], [1.221, -3.390, 0.028], [2.431, -3.541, -1.267], [1.431, -4.924, -0.830], [2.318, -1.457, -4.224], [4.198, -0.718, -5.512], [5.610, -1.226, -4.581], [5.285, 0.481, -4.791], [5.535, 0.544, -2.268], [4.294, 0.501, -0.152], [4.432, -1.779, 0.473], [5.612, -2.040, 2.601], [5.787, -1.222, 4.940], [4.656, -2.429, 5.533], [4.323, -0.728, 5.821], [2.128, -0.853, 4.736], [-0.110, -1.472, 4.697], [-2.534, -1.921, 2.883], [-2.399, -0.571, 4.008], [-2.428, -2.225, 4.609], [-0.468, -3.242, 2.212], [-0.583, -3.841, 3.869], [0.949, -3.205, 3.273], [0.691, 0.997, 4.397], [-1.531, 2.049, 2.579], [-0.907, 2.889, 4.004], [-1.727, 1.356, 4.205], [1.053, 1.961, 1.523], [2.294, 1.727, 2.764], [1.196, 3.096, 2.870], [-2.233, -2.285, 0.764], [-2.143, -1.254, 0.165], [-3.103, -0.635, -0.743], [-4.132, -1.404, -1.286], [-5.000, -0.821, -2.188], [-4.816, 0.500, -2.579], [-3.810, 1.277, -2.025], [-2.948, 0.719, -1.089], [-1.951, 1.619, 0.182], [-0.602, 2.634, -0.482], [-0.327, 3.877, 0.088], [0.829, 4.552, -0.258], [1.742, 3.979, -1.130], [1.504, 2.717, -1.654], [0.343, 2.043, -1.322], [-3.248, 2.861, 0.509], [-4.183, 2.644, 1.513], [-5.250, 3.516, 1.653], [-5.388, 4.592, 0.791], [-4.452, 4.808, -0.210], [-3.380, 3.950, -0.353], [-4.247, -2.429, -0.970], [-5.816, -1.397, -2.594], [-5.492, 0.940, -3.297], [-3.721, 2.313, -2.309], [-1.008, 4.313, 0.805], [1.020, 5.523, 0.170], [2.643, 4.511, -1.390], [2.226, 2.250, -2.308], [0.126, 1.061, -1.749], [-4.082, 1.795, 2.175], [-5.979, 3.354, 2.433], [-6.232, 5.258, 0.888], [-4.558, 5.647, -0.881], [-2.650, 4.125, -1.133]]
}

{
  "formula": "C45H55N4PPdS",
  "method": "ωB97M-V/def2-TZVPD",
  "e_lumo_ev": [-0.44, -0.44],
  "charge": 0,
  "elements": ["Pd", "S", "C", "N", "N", "C", "C", "C", "C", "C", "C", "N", "N", "C", "C", "C", "C", "C", "C", "H", "H", "H", "H", "H", "H", "H", "H", "H", "H", "H", "C", "C", "C", "C", "C", "C", "C", "C", "C", "C", "C", "C", "C", "C", "H", "H", "H", "H", "H", "H", "H", "H", "H", "H", "H", "C", "C", "C", "C", "C", "C", "P", "C", "C", "C", "C", "C", "C", "C", "C", "C", "C", "C", "C", "H", "H", "H", "H", "H", "H", "H", "H", "H", "H", "H", "H", "H", "H", "H", "H", "H", "H", "H", "H", "H", "H", "H", "H", "H", "H", "H", "H", "H", "H", "H", "H", "H"],
  "coordinates": [[-0.134, -1.296, 0.439], [-0.025, -2.475, 2.471], [1.563, -3.094, 2.084], [2.443, -3.316, 2.984], [3.706, -3.709, 2.550], [4.435, -2.845, 1.678], [5.542, -3.373, 1.024], [6.296, -2.576, 0.176], [5.945, -1.251, -0.042], [4.838, -0.726, 0.611], [4.087, -1.512, 1.472], [1.902, -3.396, 0.725], [1.191, -2.852, -0.129], [1.560, -3.204, -1.473], [2.876, -3.042, -1.880], [3.225, -3.392, -3.171], [2.272, -3.931, -4.029], [0.964, -4.099, -3.600], [0.593, -3.714, -2.320], [4.243, -3.922, 3.378], [5.788, -4.417, 1.167], [7.153, -3.001, -0.332], [6.525, -0.634, -0.716], [4.554, 0.307, 0.455], [3.224, -1.095, 1.973], [3.603, -2.638, -1.186], [4.245, -3.257, -3.507], [2.551, -4.215, -5.035], [0.221, -4.511, -4.269], [-0.430, -3.811, -1.979], [1.890, 2.946, -4.976], [0.557, 2.709, -4.663], [0.224, 1.925, -3.572], [1.214, 1.353, -2.771], [2.547, 1.615, -3.084], [2.884, 2.397, -4.180], [0.900, 0.538, -1.572], [-0.067, -0.369, -1.378], [-0.972, -0.882, -2.433], [-0.545, -1.065, -3.753], [-1.390, -1.599, -4.710], [-2.682, -1.984, -4.374], [-3.112, -1.845, -3.063], [-2.260, -1.310, -2.107], [2.150, 3.559, -5.829], [-0.227, 3.141, -5.273], [-0.817, 1.737, -3.341], [3.327, 1.190, -2.462], [3.926, 2.580, -4.411], [1.574, 0.739, -0.739], [0.470, -0.807, -4.022], [-1.031, -1.731, -5.724], [-3.339, -2.405, -5.124], [-4.108, -2.162, -2.779], [-2.585, -1.236, -1.076], [-2.678, 4.248, -0.631], [-3.491, 2.980, -0.939], [-2.709, 1.702, -0.599], [-1.823, 1.950, 0.624], [-0.704, 2.943, 0.244], [-1.190, 3.968, -0.795], [-1.209, 0.425, 1.456], [-0.064, 0.999, 2.790], [1.371, 1.235, 2.300], [2.336, 1.221, 3.496], [1.703, 1.835, 4.756], [0.641, 2.859, 4.374], [-0.542, 2.168, 3.678], [-2.640, -0.259, 2.413], [-3.431, -1.309, 1.615], [-4.682, -1.708, 2.392], [-5.667, -0.527, 2.482], [-4.943, 0.820, 2.377], [-3.592, 0.764, 3.085], [-2.872, 4.580, 0.395], [-2.994, 5.065, -1.281], [-3.763, 2.960, -1.997], [-4.428, 2.997, -0.376], [-2.073, 1.401, -1.433], [-3.406, 0.878, -0.441], [-2.453, 2.429, 1.381], [0.153, 2.405, -0.159], [-0.362, 3.466, 1.139], [-1.006, 3.588, -1.802], [-0.604, 4.885, -0.704], [-0.014, 0.098, 3.411], [1.435, 2.189, 1.773], [1.654, 0.457, 1.586], [3.243, 1.770, 3.230], [2.638, 0.194, 3.709], [2.472, 2.289, 5.383], [1.235, 1.052, 5.359], [1.082, 3.609, 3.710], [0.283, 3.395, 5.254], [-1.104, 2.909, 3.107], [-1.224, 1.781, 4.438], [-2.124, -0.814, 3.206], [-2.788, -2.171, 1.421], [-3.738, -0.916, 0.642], [-4.381, -2.028, 3.394], [-5.161, -2.568, 1.925], [-6.208, -0.573, 3.429], [-6.417, -0.601, 1.692], [-5.560, 1.614, 2.801], [-4.784, 1.085, 1.328], [-3.749, 0.468, 4.126], [-3.154, 1.759, 3.126]]
}

{
  "formula": "C45H57BrN3O5S2SiY",
  "method": "ωB97M-V/def2-TZVPD",
  "e_lumo_ev": -0.03,
  "charge": 0,
  "elements": ["Y", "O", "C", "C", "C", "C", "C", "C", "C", "O", "N", "N", "C", "C", "Br", "C", "C", "C", "C", "C", "C", "C", "H", "H", "H", "H", "H", "H", "H", "H", "H", "H", "H", "H", "H", "H", "C", "C", "C", "C", "C", "C", "C", "C", "S", "C", "N", "C", "C", "C", "C", "C", "C", "C", "C", "H", "H", "H", "H", "H", "H", "H", "H", "H", "H", "H", "H", "H", "H", "H", "H", "C", "C", "C", "C", "O", "Si", "S", "O", "C", "C", "C", "C", "O", "C", "C", "C", "C", "H", "H", "H", "H", "H", "H", "H", "H", "H", "H", "H", "H", "H", "H", "H", "H", "H", "H", "H", "H", "H", "H", "H", "H", "H", "H", "H"],
  "coordinates": [[0.277, 0.812, 1.123], [4.725, -2.653, 0.459], [4.442, -2.683, 1.802], [5.223, -3.524, 2.586], [5.005, -3.580, 3.950], [4.011, -2.809, 4.539], [3.238, -1.977, 3.748], [3.443, -1.902, 2.376], [2.606, -0.973, 1.530], [1.384, -0.671, 2.055], [3.383, 0.284, 1.375], [2.735, 1.295, 0.761], [3.412, 2.230, 0.213], [2.810, 3.392, -0.425], [0.909, 3.529, -0.394], [3.487, 4.376, -1.023], [4.949, 4.402, -1.220], [5.626, 3.331, -1.799], [6.996, 3.388, -1.994], [7.707, 4.518, -1.620], [7.038, 5.598, -1.060], [5.668, 5.543, -0.869], [4.005, -2.219, -0.018], [5.985, -4.123, 2.109], [5.615, -4.235, 4.558], [3.840, -2.860, 5.605], [2.446, -1.375, 4.172], [2.454, -1.420, 0.524], [4.370, 0.167, 1.144], [4.502, 2.196, 0.211], [2.934, 5.230, -1.391], [5.069, 2.459, -2.119], [7.508, 2.550, -2.446], [8.776, 4.563, -1.775], [7.586, 6.485, -0.773], [5.149, 6.385, -0.431], [-6.443, 2.091, -2.673], [-5.879, 1.142, -1.607], [-4.978, 0.137, -2.310], [-7.031, 0.378, -0.940], [-5.136, 1.949, -0.544], [-5.855, 2.974, 0.102], [-5.300, 3.747, 1.090], [-3.986, 3.487, 1.458], [-3.058, 4.260, 2.685], [-1.741, 3.186, 2.338], [-1.952, 2.327, 1.368], [-3.240, 2.479, 0.847], [-3.821, 1.714, -0.173], [-0.510, 3.277, 3.133], [-0.394, 4.277, 4.104], [0.761, 4.370, 4.856], [1.789, 3.458, 4.638], [1.650, 2.472, 3.671], [0.501, 2.344, 2.877], [-6.934, 1.515, -3.457], [-5.646, 2.678, -3.128], [-7.178, 2.782, -2.261], [-5.570, -0.469, -2.997], [-4.493, -0.540, -1.609], [-4.205, 0.636, -2.892], [-7.603, -0.164, -1.694], [-7.713, 1.044, -0.416], [-6.647, -0.345, -0.220], [-6.879, 3.161, -0.186], [-5.869, 4.530, 1.570], [-3.234, 0.934, -0.638], [-1.192, 4.990, 4.281], [0.859, 5.142, 5.606], [2.697, 3.520, 5.226], [2.469, 1.772, 3.532], [-1.126, -2.865, 2.068], [-2.003, -1.935, 1.241], [-2.653, -0.905, 2.151], [-3.048, -2.714, 0.457], [-1.199, -1.161, 0.304], [-0.246, -1.707, -0.985], [0.994, -0.103, -1.354], [0.495, -3.040, -0.411], [0.995, -4.248, -0.990], [-0.173, -5.119, -1.434], [1.791, -4.936, 0.114], [1.900, -3.901, -2.163], [-1.165, -2.188, -2.245], [-1.543, -1.657, -3.517], [-0.449, -2.017, -4.510], [-2.847, -2.362, -3.872], [-1.726, -0.144, -3.470], [-1.723, -3.253, 2.894], [-0.264, -2.332, 2.471], [-0.762, -3.700, 1.479], [-3.296, -1.403, 2.877], [-3.255, -0.194, 1.585], [-1.903, -0.353, 2.732], [-3.675, -3.293, 1.136], [-2.572, -3.402, -0.239], [-3.683, -2.037, -0.111], [-0.794, -5.383, -0.576], [0.197, -6.041, -1.881], [-0.787, -4.595, -2.163], [1.162, -5.097, 0.988], [2.642, -4.326, 0.412], [2.164, -5.901, -0.228], [1.339, -3.412, -2.957], [2.357, -4.803, -2.570], [2.695, -3.230, -1.840], [-0.328, -3.098, -4.570], [0.497, -1.565, -4.208], [-0.706, -1.645, -5.503], [-2.684, -3.436, -3.961], [-3.246, -1.992, -4.816], [-3.586, -2.195, -3.092], [-0.770, 0.374, -3.464], [-2.260, 0.148, -2.567], [-2.304, 0.182, -4.335]]
}

- Number 4 is which compound?
  C45H57BrN3O5S2SiY